20
Properties=species:S:1:pos:R:3:forces:R:3 method="wB97M-V/def2-TZVPD" spin_multiplicity=3 de_lowest_kcal_mol=18.4 total_charge=+1 e_tot_ev=-9374.598 homo_energy_ha="-0.3319 / -0.5340"
C -1.11426 0.65847 -3.24628 1.4611 0.7958 -1.6723
C 0.03687 -1.82349 -0.34499 1.7555 0.0318 1.2669
C 0.99519 0.23261 2.72550 -1.2014 1.4180 0.6922
C -1.84617 0.96691 -2.20068 -0.1761 2.0779 -0.5223
N 0.28665 -0.40357 -0.54490 0.7286 0.8133 1.8839
N 0.39487 1.06572 1.69123 -1.6291 2.1633 -1.7385
O -2.43459 1.11014 -1.20716 -1.9825 0.0278 3.2103
H -0.50764 1.31716 -3.86680 -0.2437 0.5174 -0.1547
H -0.92925 -0.32943 -3.41099 0.6937 -3.2343 -1.1527
H -0.47062 1.47926 2.11119 0.9717 0.0758 -0.8146
H -0.89248 -2.09688 0.14690 -0.3566 0.3934 -0.5767
H 0.30864 -2.39362 -1.20093 -0.4113 -0.6549 -0.7978
H 0.80187 -2.07017 0.38614 0.0607 -0.5862 0.2375
H 0.77774 0.65002 3.71059 0.3188 -0.0680 -0.1396
H 0.43747 -0.62803 2.58462 -0.4340 -2.3115 0.4410
H 2.00758 0.12938 2.55387 2.0477 -0.4895 -0.1764
H -0.16446 -0.02536 -1.31933 -0.7731 0.6097 -1.4207
H 0.04457 0.45326 0.77149 0.7922 0.2490 0.5390
H 1.28077 -0.11493 -0.57870 -0.7427 -0.9220 -0.3588
H 0.98726 1.82256 1.23924 -0.8793 -0.9068 1.2544



20
Properties=species:S:1:pos:R:3:forces:R:3 method="wB97M-V/def2-TZVPD" spin_multiplicity=2 de_lowest_kcal_mol=45.0 total_charge=+2 e_tot_ev=-9367.052 homo_energy_ha="-0.6718 / -0.6718"
C -0.80280 0.54404 -0.42336 -2.1234 -1.2096 -0.7835
C 0.66587 0.38874 -0.69980 1.3337 1.6931 1.0405
C 1.39979 -0.91209 -0.50944 0.5200 -0.7043 -0.8185
C 1.06773 -2.12934 -1.12115 0.3244 0.6927 0.1473
N 2.68891 -0.83428 -0.01562 -0.5588 -0.4750 -1.6516
N -1.27889 -0.31624 0.73052 0.1434 -0.2828 0.8880
H -1.49386 0.25572 -1.22587 0.6149 -0.0545 -0.2422
H -1.10747 1.56084 -0.19121 0.5118 0.0798 0.1927
H 0.93646 0.89521 -1.63504 -0.2707 -0.5246 -0.3490
H 1.13291 1.11027 -0.00588 0.1502 -0.4447 0.0508
H 0.41549 -2.06521 -1.99750 -0.2090 -0.3344 0.4668
H 1.69068 -3.01159 -0.97179 -0.3839 0.0074 0.0451
H -2.93004 2.69974 0.55879 -0.1190 0.1497 0.3739
H 3.23675 -0.30782 -0.71286 0.3228 0.9334 1.1453
H 3.19247 -1.70506 0.17023 -0.3090 -0.0724 0.1291
H -2.20555 -0.74247 0.62056 -0.2658 0.6996 -0.2141
H -1.29130 0.23392 1.60083 -0.1950 -0.0500 -0.0170
H -0.71172 -1.15347 0.88586 0.3315 0.2392 0.0910
H -3.23752 2.97358 2.03594 0.4829 -0.4170 -0.2934
O -2.65787 2.44098 1.45268 -0.3013 0.0745 -0.2014